{"formula": "C26H34AuN4OS2Si", "method": "wB97M-V/def2-TZVPD", "elements": ["Au", "C", "Si", "C", "N", "C", "C", "C", "C", "C", "C", "C", "C", "C", "C", "C", "C", "C", "C", "C", "C", "C", "H", "H", "H", "H", "H", "H", "H", "H", "H", "H", "H", "H", "H", "H", "H", "H", "H", "H", "H", "H", "H", "H", "H", "H", "O", "N", "C", "C", "C", "C", "C", "S", "H", "H", "H", "H", "C", "N", "C", "N", "S", "H", "H", "H", "H", "H", "H"], "xyz": [[-1.831618, 0.008478, -0.065762], [-0.793227, 0.511914, -1.791217], [1.086061, 0.520513, -1.621505], [1.659572, -1.109732, -0.834800], [1.012296, -1.513528, 0.396119], [0.267722, -2.743141, 0.484446], [1.113672, -3.891067, 1.056362], [2.077022, -3.345336, 2.123946], [1.562410, -2.045977, 2.735785], [1.449179, -0.953313, 1.662016], [1.709447, 2.037189, -0.715146], [2.961922, 2.031089, -0.099095], [3.488772, 3.178712, 0.479172], [2.777982, 4.367802, 0.429183], [1.539662, 4.403098, -0.200748], [1.013113, 3.247013, -0.757281], [1.739725, 0.598799, -3.376460], [2.442001, 1.705414, -3.856456], [2.893997, 1.752017, -5.167965], [2.647438, 0.690892, -6.025574], [1.948879, -0.419138, -5.569757], [1.500405, -0.459564, -4.259438], [-1.049495, -0.195001, -2.582985], [-1.205981, 1.476314, -2.095587], [2.751142, -1.051052, -0.686642], [1.532210, -1.901182, -1.581192], [-0.126672, -2.997317, -0.502425], [-0.605841, -2.582689, 1.133954], [1.689274, -4.360445, 0.255547], [0.460993, -4.665186, 1.472343], [3.048422, -3.144935, 1.663528], [2.252504, -4.091075, 2.899674], [2.239594, -1.707630, 3.521384], [0.591380, -2.207754, 3.214288], [2.433368, -0.494572, 1.515773], [0.783440, -0.155673, 2.011250], [3.547788, 1.118629, -0.068760], [4.459268, 3.146306, 0.957248], [3.193213, 5.267481, 0.864619], [0.992384, 5.335907, -0.268303], [0.045182, 3.296797, -1.243760], [2.646243, 2.541226, -3.197085], [3.439431, 2.617764, -5.520590], [2.999605, 0.726475, -7.048183], [1.756803, -1.250366, -6.235798], [0.957005, -1.337709, -3.922479], [-0.821598, 1.420861, 0.984294], [-1.503748, 1.946972, 2.025408], [-1.073948, 3.159554, 2.428830], [-1.626207, 3.752926, 3.530763], [-2.633003, 3.079069, 4.221328], [-3.052388, 1.844443, 3.786472], [-2.482053, 1.251490, 2.655883], [-2.997742, -0.281970, 2.034736], [-0.279171, 3.571169, 1.823189], [-1.271559, 4.723252, 3.843245], [-3.089350, 3.527511, 5.092930], [-3.834591, 1.303330, 4.298119], [-5.521540, -2.776196, 1.236701], [-4.740214, -2.059926, 0.237905], [-3.679072, -2.544388, -0.366638], [-3.307954, -3.803018, -0.190078], [-2.747488, -1.558463, -1.478727], [-6.401018, -2.185465, 1.471372], [-4.941203, -2.929362, 2.147903], [-5.860080, -3.733555, 0.839524], [-4.896575, -1.070490, 0.117033], [-3.842170, -4.457395, 0.359687], [-2.495018, -4.136797, -0.681520]], "forces_ev_per_a": [[0.06, -0.25, -0.02], [-0.03, -0.02, -0.05], [0.09, -0.04, 0.07], [0.30, -0.07, 0.08], [-0.74, 0.51, -0.01], [0.16, -0.20, 0.11], [0.02, 0.00, -0.08], [0.05, 0.01, 0.00], [-0.02, 0.01, 0.01], [0.20, -0.16, 0.04], [0.01, -0.03, -0.02], [-0.02, -0.04, 0.04], [0.01, -0.01, 0.01], [-0.01, 0.01, 0.00], [0.00, 0.02, 0.03], [-0.02, 0.01, -0.05], [-0.07, -0.04, 0.00], [0.03, 0.01, 0.04], [0.00, 0.00, -0.02], [0.00, 0.00, 0.00], [0.01, 0.00, -0.02], [0.01, -0.02, 0.02], [0.09, 0.06, -0.08], [0.01, 0.04, 0.07], [0.01, -0.03, -0.09], [-0.04, 0.03, -0.03], [0.02, 0.02, -0.03], [0.00, -0.02, -0.02], [-0.02, -0.03, 0.00], [-0.01, 0.03, 0.01], [0.00, 0.01, 0.00], [0.01, 0.00, 0.00], [-0.04, 0.03, 0.02], [-0.01, -0.04, -0.03], [0.01, -0.04, -0.03], [0.00, 0.07, 0.00], [-0.01, 0.01, 0.00], [0.00, 0.00, 0.00], [0.00, 0.00, 0.00], [0.00, -0.01, 0.01], [-0.01, 0.00, 0.00], [0.00, 0.00, 0.00], [0.00, 0.00, 0.00], [0.00, 0.00, 0.00], [0.00, 0.00, 0.00], [-0.01, 0.00, 0.00], [-0.17, 0.27, -0.09], [-0.03, -0.31, 0.14], [0.00, 0.01, 0.10], [0.05, 0.00, -0.05], [-0.03, 0.00, 0.03], [0.02, -0.02, 0.01], [0.13, 0.13, -0.10], [0.09, 0.18, -0.07], [0.01, 0.01, -0.02], [0.00, 0.00, -0.01], [0.00, -0.01, 0.01], [0.00, 0.00, 0.00], [0.00, 0.00, -0.01], [0.01, -0.06, 0.04], [0.03, 0.02, 0.03], [-0.09, -0.07, -0.08], [-0.02, -0.03, 0.09], [0.01, 0.01, 0.02], [0.00, -0.02, 0.00], [-0.01, 0.01, 0.00], [-0.06, -0.01, -0.04], [0.01, 0.01, 0.01], [0.02, 0.01, 0.04]], "lowdin_charge": [0.7775, -0.3635, 0.6475, -0.2156, -0.2366, -0.2383, -0.1668, -0.1861, -0.1769, -0.1863, -0.2681, -0.0910, -0.0729, -0.0814, -0.0967, -0.1212, -0.2422, -0.0824, -0.0763, -0.0797, -0.0825, -0.1057, -0.0413, 0.0234, 0.0899, 0.0865, 0.0916, 0.0895, 0.1061, 0.1044, 0.1132, 0.1079, 0.1123, 0.1091, 0.1122, 0.0941, 0.0969, 0.1069, 0.1054, 0.1061, 0.1001, 0.0979, 0.1063, 0.1061, 0.1045, 0.0957, -0.2914, -0.1663, 0.0150, -0.0240, -0.0368, -0.0729, -0.6243, 0.6481, 0.1327, 0.1201, 0.1213, 0.1128, -0.0465, -0.0614, -0.7898, 0.1656, 0.6969, 0.1011, 0.0925, 0.0954, 0.1048, 0.1183, 0.1093], "total_energy_ha": -2526.75222, "mol_weight_g_mol": 707.8, "gap_ev": 6.134, "charge": 1}